(1)
DFT (ωB97M-V with the def2-TZVPD basis set) results for a structure of composition C5H3ClFO13V at a distorted geometry.

```
! RIJCOSX wB97M-V def2-TZVPD def2/J DEFGRID3
* xyz -2 5
V 16.769 23.076 25.754
C 18.543 25.079 25.572
O 18.875 23.888 25.466
O 19.206 25.955 25.063
O 17.417 25.149 26.095
C 14.973 23.573 23.933
O 14.147 23.861 23.050
O 14.714 23.639 25.177
O 16.153 23.401 23.664
Cl 15.594 21.022 28.070
O 16.336 19.891 27.992
O 14.711 21.114 26.981
O 14.847 20.917 29.304
O 16.595 22.117 28.077
C 20.625 19.861 24.071
C 20.683 19.775 25.634
O 19.360 20.087 26.030
C 18.782 20.745 25.009
O 17.644 21.215 25.055
O 19.630 20.929 23.953
F 21.509 20.721 26.083
H 20.230 18.938 23.647
H 21.549 20.107 23.548
H 21.261 18.920 25.983
*
```

Values from the calculation:
ΔE to the lowest compared entry with this formula, charge and spin in kcal/mol: 0.0
Largest force on an atom in eV/A: 7.002
Energy in hartree: -2674.3021
HOMO-LUMO gap (spin up / spin down) in eV: 4.4 / 4.0

(2)
DFT (ωB97M-V with the def2-TZVPD basis set) results for the molecule C26H29ClN4O3.

```
! RIJCOSX wB97M-V def2-TZVPD def2/J DEFGRID3
* xyz 0 1
C 1.646 -2.716 4.372
C 1.315 -1.229 4.491
N 1.365 -0.594 3.202
C 0.328 -0.557 2.331
C 0.724 -0.039 1.116
C -0.039 0.193 -0.069
C -1.224 -0.342 -0.435
N -1.948 -1.314 0.263
C -1.477 -2.434 0.863
O -0.301 -2.722 0.975
C -2.562 -3.321 1.400
C -2.507 -4.677 1.095
C -3.468 -5.551 1.567
C -4.493 -5.079 2.370
C -4.549 -3.739 2.710
C -3.587 -2.867 2.226
Cl -3.660 -1.204 2.713
C -2.024 0.136 -1.599
O -3.228 -0.089 -1.650
N -1.359 0.774 -2.581
C -2.008 1.523 -3.627
C -1.583 2.993 -3.517
N -0.135 3.076 -3.399
C 0.326 4.258 -2.690
C 1.839 4.154 -2.490
O 2.514 4.039 -3.720
C 2.056 2.916 -4.433
C 0.548 2.988 -4.680
C 2.122 0.262 1.260
C 3.085 0.797 0.410
C 4.374 0.940 0.874
C 4.724 0.550 2.168
C 3.792 0.012 3.031
C 2.489 -0.125 2.571
H 1.531 -3.209 5.334
H 0.979 -3.183 3.650
H 2.668 -2.848 4.027
H 0.307 -1.103 4.896
H 2.022 -0.731 5.161
H -0.655 -0.830 2.663
H 0.417 0.907 -0.742
H -2.934 -1.276 0.002
H -1.693 -5.028 0.479
H -3.417 -6.599 1.312
H -5.248 -5.755 2.743
H -5.332 -3.366 3.351
H -0.382 1.001 -2.472
H -3.087 1.420 -3.500
H -1.727 1.111 -4.602
H -2.017 3.410 -2.605
H -1.969 3.565 -4.375
H -0.165 4.305 -1.716
H 0.099 5.183 -3.249
H 2.227 5.053 -2.009
H 2.060 3.280 -1.858
H 2.602 2.908 -5.378
H 2.287 1.997 -3.872
H 0.225 2.086 -5.202
H 0.326 3.864 -5.313
H 2.830 1.094 -0.598
H 5.134 1.356 0.229
H 5.746 0.670 2.497
H 4.073 -0.292 4.028
*
```

Values from the calculation:
SMILES string: CCn1cc(/C=C(\NC(=O)c2ccccc2Cl)C(=O)NCCN2CCOCC2)c2ccccc21
ΔE to the lowest compared entry with this formula, charge and spin in kcal/mol: 3.2
Largest force on an atom in eV/A: 0.639
Energy in hartree: -1913.1303
HOMO-LUMO gap in eV: 7.9